i | Below is a structure of composition C5H5NO, with properties calculated with ωB97M-V with the def2-TZVPD basis set.

Each line ends with the Löwdin charge.
Element x y z (Å)
O -0.038 1.308 -1.097  0.0186
N -2.123 0.157 -1.695  0.1746
C -0.223 -1.030 0.459  -0.0491
C -0.169 0.328 1.148  -0.0988
C 0.901 -0.797 -0.233  -0.0292
C 0.780 0.681 -0.021  -0.2244
C -1.131 0.689 -1.400  -0.3878
H 1.621 1.373 0.054  0.1477
H -1.039 0.968 1.307  0.1142
H -0.911 -1.864 0.530  0.1122
H 0.392 0.204 2.078  0.1145
H 1.641 -1.419 -0.712  0.1075

highest occupied orbital energy = -10.099 eV
Kohn-Sham gap = 10.92 eV
LUMO = 0.82 eV

---

ii | Below is an isolated molecule of C5H5NO, with properties calculated with ωB97M-V with the def2-TZVPD basis set.

Each line ends with the Löwdin charge.
Element x y z (Å)
O 2.235 -0.670 -0.321  0.1333
N -0.058 1.092 0.962  -0.0116
C 0.258 1.111 -0.443  -0.1505
C -0.851 0.058 -0.989  -0.0137
C 0.058 -0.337 1.041  -0.2342
C 1.278 -0.071 -0.004  -0.2905
C -0.730 -1.046 -0.111  -0.0088
H 0.255 -1.002 1.860  0.1264
H 0.651 2.013 -0.749  0.1054
H -1.247 -0.103 -2.035  0.0993
H -1.075 1.148 0.872  0.1027
H -0.773 -2.194 -0.082  0.1423

highest occupied orbital energy = -9.402 eV
Kohn-Sham gap = 10.20 eV
SMILES = O=C1[C@@H]2C=C[C@H]1N2
LUMO = 0.80 eV

---

Preferred: i; penalty for the next structure: 0.0436 hartree.